[1]
Density functional theory data (ωB97M-V/def2-TZVPD) for C20H23B3Br39IO4 as an isolated structure.

```
! RIJCOSX wB97M-V def2-TZVPD def2/J DEFGRID3
* xyz 0 1
C 2.049 -2.877 0.652
C 1.425 -2.441 -0.803
C 2.116 -1.120 -1.484
I 1.313 -0.957 -3.522
B 1.926 0.280 -0.642
O 3.150 1.065 -0.259
B 3.034 1.164 1.220
C 4.170 0.480 2.194
C 5.441 0.026 1.257
O 6.456 0.907 1.041
Br 5.627 -1.757 0.353
O 1.811 1.875 1.732
B 0.700 0.996 1.222
C -0.238 0.249 2.344
Br 0.426 0.312 4.271
C -1.508 -0.488 2.100
C -2.140 -0.591 0.591
Br -2.504 -1.390 3.587
O 0.604 0.867 -0.245
H 1.326 -3.712 1.102
H 3.128 -3.332 0.614
H 2.043 -1.957 1.397
H 0.254 -2.335 -0.709
H 1.609 -3.361 -1.532
H 3.285 -1.320 -1.584
H 4.454 1.115 3.136
H 3.683 -0.526 2.614
H -2.523 0.480 0.296
H -1.399 -0.992 -0.230
H -3.061 -1.313 0.633
C -1.528 -4.689 -4.161
Br -0.209 -5.637 -3.091
Br -2.739 -3.641 -3.056
Br -0.695 -3.608 -5.547
H -2.133 -5.447 -4.668
C -6.682 -0.238 0.125
Br -6.189 1.643 0.073
Br -5.896 -1.233 -1.351
Br -6.268 -1.048 1.844
H -7.768 -0.288 0.001
C -3.789 0.529 -4.172
Br -2.251 1.057 -3.103
Br -5.397 1.493 -3.652
Br -3.434 0.687 -6.078
H -3.971 -0.531 -3.967
C 7.069 3.028 3.769
Br 8.476 4.247 4.335
Br 6.792 1.595 5.054
Br 5.415 3.969 3.366
H 7.406 2.561 2.837
C -7.880 5.534 -1.231
Br -7.213 3.967 -2.170
Br -9.429 6.305 -2.120
Br -8.234 5.158 0.644
H -7.086 6.287 -1.262
C -5.681 6.671 4.151
Br -7.611 6.703 4.395
Br -4.944 4.895 4.442
Br -5.158 7.398 2.424
H -5.252 7.325 4.917
C 10.050 1.293 0.352
Br 10.542 3.174 0.301
Br 10.835 0.299 -1.124
Br 10.463 0.483 2.072
H 8.963 1.244 0.229
C 3.392 -6.074 -4.964
Br 2.947 -7.429 -3.641
Br 2.880 -6.621 -6.760
Br 2.652 -4.337 -4.498
H 4.482 -5.969 -4.960
C -2.081 7.979 6.820
Br -4.011 8.011 7.065
Br -1.344 6.203 7.112
Br -1.558 8.706 5.094
H -1.652 8.634 7.586
C 4.450 -5.331 -10.322
Br 5.988 -4.803 -9.254
Br 2.843 -4.367 -9.802
Br 4.805 -5.173 -12.228
H 4.268 -6.391 -10.117
C -6.241 5.333 9.114
Br -5.573 3.766 8.175
Br -7.790 6.104 8.226
Br -6.595 4.957 10.990
H -5.447 6.086 9.084
C -0.241 -9.879 -3.733
Br 0.427 -11.446 -4.672
Br -1.790 -9.108 -4.621
Br -0.595 -10.255 -1.857
H 0.553 -9.125 -3.763
*
```

E_LUMO, eV: -1.03
Kohn-Sham gap, eV: 8.52

Taken from the Mulliken analysis, the atomic charges in e are: -0.5122, 0.2048, -0.3792, 0.0481, 0.3673, -0.4052, 0.2515, 0.0074, 0.3107, -0.4475, -0.1734, -0.3020, 0.1271, 0.0663, -0.1835, 0.1568, -0.4156, -0.1071, -0.1176, 0.3266, 0.1795, -0.0574, -0.0275, 0.1215, 0.3284, 0.0824, 0.2944, 0.1921, -0.0809, 0.2758, -0.3492, 0.0282, 0.0142, -0.0387, 0.3541, -0.4375, 0.0827, -0.0005, -0.0281, 0.4075, -0.2643, 0.1004, 0.0239, -0.0348, 0.1587, 0.1004, -0.0470, -0.0352, -0.0252, 0.0018, -0.3758, 0.0191, -0.0265, -0.0195, 0.3675, 0.1997, -0.0211, 0.0851, -0.0341, -0.1964, 0.0543, -0.0125, -0.0464, -0.0227, 0.0239, -0.3852, -0.0923, 0.0213, 0.0104, 0.3600, -0.3265, -0.0458, 0.0045, -0.0127, 0.3669, -0.3001, -0.0023, 0.0009, -0.0424, 0.3292, -0.1661, 0.0067, -0.0017, -0.0387, 0.1858, 0.3312, -0.0223, -0.0167, -0.0070, -0.2945


[2]
Density functional theory data (ωB97M-V/def2-TZVPD) for a 2-piece molecular cluster, H4O2 overall.

```
! RIJCOSX wB97M-V def2-TZVPD def2/J DEFGRID3
* xyz 0 1
O 1.418 -0.251 0.135
H 2.062 -0.438 -0.586
H 1.110 0.610 -0.074
O -1.498 -0.274 -0.092
H -1.010 0.589 -0.062
H -2.082 -0.236 0.680
*
```

E_LUMO, eV: 0.71
Kohn-Sham gap, eV: 11.90
SMILES: O.O
Energy relative to the best compared isomer or geometry (same formula, charge and spin), kJ/mol: 40.67

Taken from the natural (NBO) analysis, the atomic charges in e are: -0.9200, 0.4689, 0.4512, -0.9239, 0.4562, 0.4675


[3]
Density functional theory data (ωB97M-V/def2-TZVPD) for an isolated ion of composition C9H22N4 and charge +2.

```
! RIJCOSX wB97M-V def2-TZVPD def2/J DEFGRID3
* xyz 2 1
C 0.465 -0.496 -0.295
C 2.592 -1.546 2.409
C 2.563 -2.649 0.127
C 3.735 -0.468 0.375
C -2.981 1.994 0.260
C -2.370 2.276 -2.093
C -3.893 0.439 -1.574
C 2.497 -1.285 0.883
C -2.706 1.211 -1.001
N -0.560 0.366 -0.220
N 1.345 -0.500 0.586
N 1.140 0.723 1.803
N -1.571 0.389 -0.975
H 0.622 -1.147 -1.146
H 3.178 -0.686 2.766
H 1.675 -1.612 2.921
H 3.332 -2.481 2.503
H 2.378 -2.558 -0.936
H 1.791 -3.274 0.552
H 3.619 -3.091 0.093
H 4.358 -0.448 1.222
H 4.194 -1.044 -0.519
H 3.316 0.415 0.062
H -3.328 1.404 1.162
H -2.144 2.582 0.625
H -3.863 2.670 0.167
H -1.791 1.896 -2.895
H -1.775 3.097 -1.560
H -3.298 2.734 -2.544
H -4.459 1.158 -2.111
H -3.508 -0.283 -2.443
H -4.275 -0.181 -0.840
H 2.071 0.715 2.290
H 0.830 1.432 1.174
H -1.641 -0.224 -1.893
*
```

E_LUMO, eV: -10.77
Kohn-Sham gap, eV: 7.58
Energy relative to the best compared isomer or geometry (same formula, charge and spin), kJ/mol: 590.48

Taken from the natural (NBO) analysis, the atomic charges in e are: 0.2273, -0.6100, -0.6284, -0.5687, -0.6588, -0.5760, -0.5652, 0.0784, 0.0424, -0.0844, -0.0145, -0.5177, -0.0192, 0.2402, 0.2060, 0.2481, 0.2846, 0.2168, 0.2336, 0.2810, 0.2436, 0.2532, 0.2057, 0.2595, 0.2405, 0.2820, 0.2241, 0.2479, 0.2765, 0.2657, 0.2084, 0.2473, 0.4159, 0.3862, 0.4281


[4]
Density functional theory data (ωB97M-V/def2-TZVPD) for C18H19N4O4ReSTe as an isolated structure.

```
! RIJCOSX wB97M-V def2-TZVPD def2/J DEFGRID3
* xyz 3 2
Re 0.220 0.119 -0.232
C -2.571 -3.246 2.752
N -2.772 -2.967 1.331
C -3.654 -3.622 0.513
C -3.530 -3.102 -0.722
N -2.550 -2.110 -0.672
C -2.106 -2.048 0.621
S -1.011 -0.988 1.412
C -2.134 -1.376 -1.815
C -2.737 -1.667 -3.032
C -2.404 -0.962 -4.175
C -1.465 0.057 -4.090
C -0.869 0.273 -2.876
N -1.170 -0.423 -1.746
H -3.252 -4.037 3.050
H -2.769 -2.360 3.352
H -1.547 -3.570 2.935
H -4.305 -4.407 0.862
H -4.089 -3.380 -1.594
H -3.471 -2.450 -3.107
H -2.872 -1.217 -5.117
H -1.190 0.655 -4.947
H -0.094 1.025 -2.794
O 2.014 0.512 -1.466
C 2.647 -0.310 -0.746
O 1.887 -0.889 0.173
C 4.045 -0.640 -0.851
C 4.779 -0.294 -1.994
C 6.104 -0.667 -2.087
C 6.718 -1.356 -1.044
C 5.973 -1.673 0.082
C 4.646 -1.345 0.199
N 6.627 -2.409 1.213
O 7.800 -2.654 1.085
O 5.905 -2.691 2.148
H 4.307 0.254 -2.799
H 6.675 -0.427 -2.973
H 7.760 -1.640 -1.101
H 4.092 -1.619 1.085
C -0.092 4.632 0.927
Te -0.442 2.518 0.727
C -1.735 2.371 2.412
H 0.273 4.757 1.944
H -1.062 5.100 0.775
H 0.637 4.964 0.194
H -2.514 3.122 2.299
H -1.149 2.566 3.308
H -2.162 1.376 2.445
*
```

E_LUMO (alpha / beta), eV: -11.99 / -11.79
Kohn-Sham gap (alpha / beta), eV: 5.39 / 5.59
Energy relative to the best compared isomer or geometry (same formula, charge and spin), kJ/mol: 142.43

Taken from the natural (NBO) analysis, the atomic charges in e are: 1.1310, -0.4285, -0.2704, 0.0122, -0.0410, -0.3337, 0.2390, 0.1148, 0.4156, -0.2293, -0.0357, -0.2088, 0.0721, -0.5221, 0.2643, 0.2448, 0.2517, 0.2851, 0.2689, 0.2606, 0.2788, 0.2836, 0.2436, -0.6607, 0.7926, -0.6008, -0.2371, -0.0897, -0.1995, -0.1029, 0.0978, -0.1372, 0.5182, -0.3055, -0.3552, 0.2429, 0.2602, 0.2839, 0.2700, -0.7132, 0.8299, -0.8136, 0.2724, 0.2753, 0.2788, 0.2719, 0.2708, 0.2544


F_max values (in eV Å⁻¹) by entry order: 9.07; 1.98; 6.58; 2.19.